23
Properties=species:S:1:pos:R:3 method="wB97M-V/def2-TZVPD" e_tot_ha=-400.84498 homo_energy_ev=-13.4 de_lowest_kcal_mol=128.8 multiplicity=1 gap_ev=9.80 total_charge=+1
H 0.96907 -1.27725 0.68112
C -1.62851 2.78441 1.23533
N 0.42755 -0.76703 -0.09716
H -0.36046 -2.74541 -0.58106
H 0.31471 1.52701 -1.86993
H -1.44060 -1.63465 -0.40566
H 2.39631 -1.91983 2.20342
C 1.24277 1.10977 -2.03357
N -0.20794 0.48344 0.23364
C -2.14909 1.94068 0.38551
H 3.31852 0.35719 -2.31828
H 1.38728 -2.97448 1.82464
H 1.23505 -0.45577 -0.80787
H 0.95285 -1.49921 2.57566
H -0.58690 2.73678 1.56279
C 2.36583 0.75518 -2.15351
H -2.17084 0.26821 -0.84050
N 1.48487 -1.94093 1.88640
H -2.20523 3.74206 1.47356
C -1.39727 0.82405 -0.16381
C -0.49101 -1.68487 -0.81681
H -0.41672 -1.63905 -1.91823
H -3.04024 2.00972 -0.05566



12
Properties=species:S:1:pos:R:3 method="wB97M-V/def2-TZVPD" e_tot_ha=-1701.98857 homo_energy_ev=-5.0 de_lowest_kcal_mol=0.0 multiplicity=1 gap_ev=7.97 total_charge=-1
O 3.37980 0.05909 -0.81701
C -0.66031 0.21720 -0.13523
H -0.10999 0.13225 -1.15989
H -0.41633 1.02916 0.46280
C -2.14979 -0.16278 -0.05897
O 2.65564 -0.18388 1.34713
H -0.27140 -0.74466 0.34002
Cl -1.73520 -2.48497 -0.92138
Cl 2.17796 2.18937 0.20628
C 2.95697 0.19098 0.27048
N -2.68639 -1.33181 -0.22172
Cl -3.14097 1.09005 0.68749



58
Properties=species:S:1:pos:R:3 method="wB97M-V/def2-TZVPD" e_tot_ha=-1062.36035 homo_energy_ev="0.6 / -7.2" multiplicity=2 gap_ev="2.28 / 10.02" total_charge=-1
O 1.43910 4.75317 4.08100
H 1.30019 1.34452 0.19209
C 0.08373 -2.19992 2.83055
H 1.22535 -5.04377 -5.01384
H -1.35989 3.46613 -3.22562
C -2.53355 3.84245 -1.41788
O -3.27796 5.07069 -1.34414
C 0.23346 -4.07373 -3.28484
H 0.25580 -3.97960 -2.19915
H -1.95927 5.24107 -4.38896
C -2.67459 4.95897 -3.61641
H -0.40433 1.52139 -0.26789
H -1.60042 3.73897 -0.86412
C 0.56240 -0.18448 -0.94430
H 1.81551 2.71751 2.30159
C -2.84102 5.88625 -2.46526
H 1.04185 -3.70620 4.01459
H 2.91613 4.52005 5.51321
H -1.28779 -2.05298 1.17533
H -3.26328 3.08576 -1.12976
O -1.13208 -4.43637 -3.57679
H 2.18063 -2.85954 2.80748
C 1.17963 -3.21559 3.05104
C 3.18711 3.26750 3.79103
C -0.01627 -3.73351 0.97281
H 0.88201 -6.78014 -2.51739
C -0.84639 -2.81414 1.81868
H 1.82937 1.61292 3.61818
C -2.40042 3.61232 -2.93575
H -0.20596 3.62229 3.65967
C 1.17307 -5.14731 -3.93003
N 0.70996 -1.00723 -1.75663
H 0.02552 0.33512 1.01143
H -1.84620 6.29475 -2.28764
H 0.55901 -1.24980 2.58663
C 0.34963 0.82078 0.09100
H 3.64300 2.72514 4.61934
H -3.56359 4.67306 -4.17858
H -1.38585 -5.97443 -2.18973
O 0.93577 -4.17541 1.97456
H -3.07876 2.90972 -3.41981
C 0.77328 3.48622 4.11866
C 2.81907 4.57030 4.42871
H 0.56908 3.30212 5.17342
H -1.69323 -3.29798 2.30535
H -3.49591 6.73782 -2.64980
H -0.52364 -1.99301 3.71167
H 0.37670 -7.18521 -4.14139
H 4.05563 3.34235 3.13668
H 2.19017 -5.00065 -3.56658
C 0.42280 -6.37156 -3.41755
C -1.09885 -5.82447 -3.23052
H -0.62091 -4.56574 0.61240
H 0.29938 -3.15087 0.10736
H -1.80545 -6.41762 -3.81104
H 0.51985 -3.07372 -3.61051
H 3.53844 5.37680 4.28673
C 1.82276 2.67894 3.39088



16
Properties=species:S:1:pos:R:3 method="wB97M-V/def2-TZVPD" e_tot_ha=-748.08670 homo_energy_ev=-8.9 de_lowest_kcal_mol=12.1 smiles="F[C@@H]1CNC[C@H]1C=S" multiplicity=1 gap_ev=8.59 total_charge=0
C -1.96383 0.13219 0.36551
F 0.97587 1.86562 -0.74352
H -0.20893 -1.66891 -1.55538
S -3.46768 0.31883 -0.19804
H 1.78986 -0.40832 -1.14068
C 1.39266 0.05331 0.72473
C -0.69469 0.22677 -0.43852
C 0.01185 -1.13550 -0.63466
H 0.99882 -0.42611 1.65884
H -0.87301 0.63650 -1.40826
H 2.37439 0.50925 0.90398
H -1.74680 -0.11774 1.45508
H -0.00649 1.68785 1.03686
H -0.36887 -1.87279 0.10877
N 1.42587 -0.89566 -0.35485
C 0.36099 1.09471 0.22012